A molecular structure, C41H32Cl4N4O6V at a distorted geometry, computed with ωB97M-V with the def2-TZVPD basis set.

Computed properties:
- HOMO (spin up / spin down) (eV) = 0.390 / -1.773
- calculated total energy (eV) = -137064.828
- frontier orbital gap (spin up / spin down) (eV) = 3.82 / 5.97
- expectation value of S² = 3.787
- LUMO level (spin up / spin down) (hartree) = 0.1546 / 0.1542

Geometry as ORCA input:
```
! wB97M-V def2-TZVPD RIJCOSX def2/J DEFGRID3
* xyz -2 4
V 0.70033 -0.97623 0.59160
Cl -0.23237 4.37718 4.66490
C 0.37750 2.89697 4.00037
C 1.35260 2.18333 4.67173
Cl 1.95122 2.74450 6.19917
C 1.84756 0.99367 4.11553
Cl 3.06067 0.06597 4.94279
C 1.39491 0.50933 2.88574
O 1.86139 -0.54245 2.29814
C 0.35228 1.24000 2.20283
O -0.06546 0.75362 1.07643
C -0.11866 2.41676 2.77706
Cl -1.37360 3.27943 1.94331
C -0.03057 -3.17177 -2.90292
C -1.36928 -3.60532 -2.91943
C -2.24077 -3.04201 -2.03763
C -1.82658 -2.06300 -1.09233
N -0.46184 -1.73508 -1.00756
C 0.35108 -2.26740 -1.92990
C -2.85241 -1.41753 -0.32446
C -4.21227 -1.43628 -0.75869
C -5.17742 -0.77727 -0.04075
C -4.82062 -0.07882 1.12213
C -3.47242 -0.09847 1.47163
N -2.53520 -0.73181 0.79901
H 0.70021 -3.55826 -3.60019
H -1.69872 -4.36687 -3.61771
H -3.27298 -3.36617 -2.03765
H 1.38323 -1.94770 -1.89466
H -4.48147 -1.92503 -1.68618
H -6.20856 -0.78344 -0.38024
H -5.54915 0.46392 1.71058
H -3.13338 0.43756 2.35866
C -1.22521 -3.23834 3.33069
C -0.17647 -3.08340 2.26161
O -0.11397 -1.99138 1.66955
C 0.75073 -4.12253 1.94586
C 0.71643 -5.36771 2.59753
C 1.60856 -6.36710 2.29729
C 2.59615 -6.13200 1.32515
C 2.66999 -4.92971 0.67495
C 1.75800 -3.86192 0.94187
O 1.86468 -2.77290 0.29750
H -1.78088 -2.30482 3.38977
H -0.75902 -3.44715 4.29474
H -1.91103 -4.05176 3.08953
H -0.03516 -5.53858 3.35955
H 1.54381 -7.32464 2.79956
H 3.31496 -6.91198 1.09742
H 3.43445 -4.73785 -0.06790
C 2.74178 5.99041 1.37798
C 2.75699 4.61942 0.75297
C 1.91315 4.32819 -0.31361
C 1.88128 3.06610 -0.88807
C 0.99372 2.76468 -2.06140
C 2.71016 2.06957 -0.37659
C 3.60909 2.35141 0.65058
C 4.61066 1.32394 1.10666
C 3.61148 3.62788 1.20826
C 2.67995 0.67819 -0.98889
O 3.46319 0.43228 -1.89599
O 1.82689 -0.18056 -0.52533
H 1.71745 6.29105 1.60541
H 3.16898 6.73117 0.69480
H 3.31523 6.00116 2.30473
H 1.24866 5.09953 -0.69345
H 0.47746 3.66268 -2.40626
H 0.25512 2.01446 -1.78118
H 1.58711 2.35829 -2.88337
H 4.13088 0.36468 1.30187
H 5.11117 1.65745 2.01628
H 5.36025 1.16688 0.32609
H 4.28624 3.84272 2.03188
N -3.30084 2.46706 -2.43841
C -2.64495 1.72145 -1.48317
N -1.91089 0.78471 -1.98832
C -2.06313 0.88690 -3.35485
C -1.49478 0.13405 -4.37895
C -1.82893 0.46555 -5.68054
C -2.70324 1.51807 -5.97343
C -3.27555 2.28330 -4.96817
C -2.93932 1.95092 -3.66246
H -3.89708 3.25455 -2.27084
H -2.74304 1.92059 -0.42462
H -0.81324 -0.67352 -4.14221
H -1.41304 -0.10824 -6.50021
H -2.92938 1.74857 -7.00785
H -3.95473 3.09685 -5.19532
*
```

The net atomic charges from Löwdin, expressed in e, are:
1. V 1.013
2. Cl 0.589
3. C -0.736
4. C -0.736
5. Cl 0.590
6. C -0.617
7. Cl 0.636
8. C -0.393
9. O -0.126
10. C -0.371
11. O -0.160
12. C -0.606
13. Cl 0.649
14. C -0.116
15. C -0.127
16. C -0.071
17. C -0.209
18. N 0.030
19. C -0.167
20. C -0.265
21. C -0.063
22. C -0.132
23. C -0.129
24. C -0.195
25. N 0.104
26. H 0.079
27. H 0.084
28. H 0.082
29. H 0.100
30. H 0.082
31. H 0.083
32. H 0.069
33. H 0.098
34. C 0.011
35. C -0.291
36. O -0.109
37. C -0.082
38. C -0.058
39. C -0.134
40. C -0.113
41. C -0.010
42. C -0.311
43. O -0.071
44. H 0.084
45. H 0.088
46. H 0.088
47. H 0.099
48. H 0.080
49. H 0.090
50. H 0.109
51. C -0.063
52. C -0.280
53. C -0.020
54. C -0.200
55. C -0.019
56. C -0.053
57. C -0.197
58. C -0.023
59. C -0.015
60. C -0.534
61. O 0.065
62. O -0.141
63. H 0.073
64. H 0.069
65. H 0.067
66. H 0.111
67. H 0.074
68. H 0.066
69. H 0.088
70. H 0.080
71. H 0.072
72. H 0.084
73. H 0.109
74. N 0.118
75. C -0.139
76. N 0.153
77. C -0.215
78. C 0.008
79. C -0.110
80. C -0.128
81. C -0.048
82. C -0.210
83. H 0.142
84. H 0.105
85. H 0.104
86. H 0.090
87. H 0.085
88. H 0.094